(1)
A 3-piece molecular cluster, C30H60BrN2O15P3 overall at a distorted geometry. Source: OMol25; level of theory: ωB97M-V/def2-TZVPD.

Calculated values
LUMO level, eV: 0.125
DFT total energy, eV: -163684.0454
Molecular weight, g/mol: 861.63
Gap between HOMO and LUMO, eV: 7.750
SMILES string: CCCO[C@@]1(P(C)C)[C@@](CCCCCCOC(C)=O)(COC(C)=O)NC(=O)[C@@]1(CC(=O)Br)NCC.COP(=O)(OC)OC.COP(=O)(OC)OC
HOMO level, eV: -7.6251
2S+1: 1

Last column: Mulliken charge in e.
Element x y z (Å)
1 C 2.21 3.36 2.19  -1.0657
2 C 1.76 2.50 3.37  -0.6455
3 C 1.18 1.13 2.93  0.1564
4 O 1.51 0.93 1.57  0.2418
5 C 1.50 -0.42 1.09  0.4890
6 P 0.44 -1.63 2.06  0.2889
7 C -1.28 -1.07 2.35  -1.0226
8 C 0.28 -3.29 1.27  -1.1713
9 C 1.09 -0.15 -0.41  1.3743
10 C 0.90 -1.36 -1.35  0.7715
11 C -0.56 -1.79 -1.64  0.3231
12 C -0.86 -1.98 -3.13  -0.9070
13 C 0.18 -2.82 -3.90  -1.2431
14 C 0.71 -4.07 -3.17  -0.5543
15 C 2.22 -4.07 -2.94  0.3085
16 O 2.79 -5.37 -3.27  -0.4196
17 C 3.31 -5.96 -2.15  0.7620
18 C 2.41 -6.98 -1.49  -0.9261
19 O 4.38 -5.68 -1.71  -0.5293
20 C 0.12 0.99 -0.71  -0.5482
21 O -1.03 1.11 0.14  0.0184
22 C -2.20 1.26 -0.53  0.7512
23 C -3.33 0.41 -0.04  -1.0990
24 O -2.35 2.04 -1.43  -0.5737
25 N 2.39 0.42 -0.89  -0.4095
26 C 3.33 -0.50 -0.52  -1.2265
27 O 4.16 -1.01 -1.24  -0.6186
28 C 3.09 -0.77 1.01  1.3668
29 C 3.52 -2.24 1.12  0.0201
30 C 3.45 -2.96 2.45  -0.1947
31 O 3.57 -4.13 2.49  -0.5241
32 Br 3.22 -2.04 4.16  -0.1132
33 N 3.94 0.26 1.61  0.0895
34 C 5.27 -0.14 2.06  -0.3342
35 C 6.36 -0.24 0.97  -1.2139
36 H 3.16 3.01 1.79  0.1355
37 H 2.41 4.37 2.57  0.5073
38 H 1.45 3.45 1.42  0.1321
39 H 2.66 2.31 3.96  0.3897
40 H 1.05 3.04 3.99  0.3805
41 H 1.64 0.39 3.57  -0.0823
42 H 0.10 1.20 3.11  -0.0137
43 H -1.57 -1.44 3.33  0.5312
44 H -1.97 -1.52 1.64  0.2833
45 H -1.43 0.01 2.36  0.1535
46 H -0.72 -3.41 0.84  0.4707
47 H 0.33 -4.02 2.08  0.5431
48 H 1.04 -3.55 0.55  0.2091
49 H 1.32 -1.06 -2.31  0.9143
50 H 1.45 -2.24 -1.04  -2.2837
51 H -0.70 -2.76 -1.18  0.4290
52 H -1.31 -1.14 -1.19  -1.1031
53 H -1.86 -2.40 -3.24  0.6324
54 H -0.88 -0.99 -3.60  -0.0852
55 H 1.04 -2.18 -4.09  0.3586
56 H -0.19 -3.11 -4.87  0.6595
57 H 0.18 -4.31 -2.24  0.3245
58 H 0.54 -4.92 -3.83  0.5612
59 H 2.73 -3.33 -3.55  0.2784
60 H 2.49 -3.87 -1.90  -0.3903
61 H 2.56 -7.95 -1.95  0.3202
62 H 1.38 -6.66 -1.63  0.2845
63 H 2.63 -7.04 -0.43  0.3034
64 H 0.68 1.93 -0.68  0.3918
65 H -0.22 0.88 -1.75  -0.2620
66 H -4.15 0.45 -0.73  0.3550
67 H -3.64 0.72 0.96  0.2950
68 H -3.03 -0.63 0.05  0.1857
69 H 2.41 0.75 -1.85  0.5218
70 H 4.56 -2.35 0.81  0.5476
71 H 2.95 -2.77 0.36  -0.6018
72 H 4.08 0.99 0.93  0.3595
73 H 5.62 0.67 2.71  0.5342
74 H 5.28 -1.02 2.69  0.1694
75 H 7.31 -0.20 1.49  0.4937
76 H 6.28 0.62 0.30  0.2674
77 H 6.34 -1.18 0.44  0.2219
78 C -1.54 4.73 8.07  -0.7510
79 O -1.79 4.50 6.67  -0.2404
80 P -2.91 3.38 6.25  1.0532
81 O -2.17 2.13 6.05  -0.6645
82 O -3.32 4.14 4.88  -0.3517
83 C -2.31 4.30 3.88  -0.2983
84 O -4.44 2.94 6.56  -0.3172
85 C -5.35 3.92 7.12  -0.6398
86 H -0.76 5.48 8.15  0.2348
87 H -2.44 5.09 8.57  0.3021
88 H -1.20 3.80 8.55  0.3478
89 H -1.57 3.51 3.93  -0.0276
90 H -1.82 5.27 4.01  0.2780
91 H -2.80 4.28 2.91  0.2635
92 H -5.44 4.78 6.46  0.2932
93 H -5.01 4.24 8.11  0.2638
94 H -6.32 3.44 7.22  0.2563
95 C -2.54 2.43 -8.43  -0.7301
96 O -3.71 1.95 -7.73  -0.3364
97 P -3.49 0.89 -6.50  0.8656
98 O -3.62 -0.45 -7.10  -0.6908
99 O -4.79 1.38 -5.70  -0.3031
100 C -6.07 1.25 -6.31  -0.7286
101 O -2.63 0.67 -5.15  0.0260
102 C -2.04 1.82 -4.50  0.1985
103 H -2.88 3.11 -9.21  0.2383
104 H -1.89 2.98 -7.75  0.3017
105 H -2.00 1.60 -8.88  0.3341
106 H -6.10 0.41 -7.00  0.3398
107 H -6.33 2.17 -6.84  0.2669
108 H -6.80 1.09 -5.51  0.2226
109 H -2.81 2.54 -4.22  0.3330
110 H -1.31 2.30 -5.16  0.2627
111 H -1.54 1.48 -3.61  -0.5467



(2)
C30H60LuP2Si2 as an isolated structure at a distorted geometry. Source: OMol25; level of theory: ωB97M-V/def2-TZVPD.

Calculated values
LUMO level, eV: -3.092
DFT total energy, eV: -100026.7841
Molecular weight, g/mol: 713.90
Net charge: +1
ΔE to the lowest compared entry with this formula, charge and spin, kcal/mol: 140.0
Gap between HOMO and LUMO, eV: 4.198
HOMO level, eV: -7.2903
2S+1: 1

Last column: Mulliken charge in e.
Element x y z (Å)
1 Lu 1.32 0.22 1.60  0.5488
2 C 3.56 0.14 0.72  0.4788
3 C 3.11 1.49 0.57  0.4183
4 C 3.18 1.01 2.84  0.3300
5 C 3.65 -0.14 2.13  0.9555
6 C 2.87 2.03 1.87  1.0381
7 C 3.93 -0.78 -0.39  -1.5848
8 H 3.24 -0.68 -1.24  0.0997
9 H 3.92 -1.82 -0.06  0.4685
10 H 4.94 -0.57 -0.78  0.3215
11 C 4.25 -1.33 2.78  -1.2764
12 H 4.88 -1.87 2.07  0.4339
13 H 3.50 -2.02 3.18  -0.0913
14 H 4.88 -1.02 3.63  0.3422
15 C 3.17 1.14 4.32  -1.2941
16 H 4.12 0.78 4.74  0.3927
17 H 2.38 0.55 4.80  0.1469
18 H 3.03 2.19 4.61  0.4142
19 C 2.36 3.39 2.17  -1.8504
20 H 3.16 4.05 2.57  0.3425
21 H 1.56 3.36 2.93  0.3470
22 H 1.97 3.86 1.26  0.4230
23 C 2.90 2.24 -0.71  -1.6031
24 H 3.29 3.27 -0.65  0.5042
25 H 1.83 2.32 -0.96  0.2045
26 H 3.41 1.75 -1.55  0.4694
27 C -0.73 -1.29 -2.72  -0.7697
28 C 0.41 -0.80 -3.23  -0.5619
29 C 0.83 0.63 -3.39  0.0675
30 C -0.27 1.72 -3.59  -1.1329
31 C -0.79 2.36 -2.41  -1.0240
32 C -1.71 1.89 -1.39  0.8845
33 C -1.81 0.36 -1.07  0.6490
34 C -1.93 -0.48 -2.35  -0.4557
35 H 1.54 0.70 -4.24  0.5363
36 H -1.03 1.37 -4.31  -0.6695
37 H 1.45 0.93 -2.53  -0.5693
38 H -2.14 0.23 -3.24  -0.6008
39 H -0.83 -2.36 -2.50  0.4369
40 H 1.22 -1.50 -3.44  0.4628
41 H -2.77 -1.17 -2.20  0.7143
42 H -0.91 0.08 -0.49  -1.4249
43 H -1.38 2.37 -0.45  0.4675
44 H -2.66 0.18 -0.39  0.3858
45 H 0.25 2.54 -4.12  0.5745
46 H -0.32 3.33 -2.20  0.8357
47 P -3.53 0.75 -3.96  1.0337
48 C -4.33 -0.76 -4.53  -1.2687
49 C -3.21 1.78 -5.40  -1.4675
50 P -3.34 2.70 -1.57  1.0138
51 C -4.38 1.59 -2.60  -1.3062
52 C -3.23 4.17 -2.58  -1.4858
53 C -4.08 3.03 0.02  -1.2762
54 H -4.83 -1.28 -3.70  0.4037
55 H -3.56 -1.44 -4.95  0.3710
56 H -5.06 -0.52 -5.32  0.4183
57 H -4.10 1.79 -6.05  0.4337
58 H -2.38 1.38 -5.98  0.4189
59 H -2.98 2.82 -5.13  0.3181
60 H -5.15 3.27 -0.12  0.3986
61 H -3.59 3.91 0.48  0.4159
62 H -4.00 2.18 0.71  0.3412
63 H -4.89 0.85 -1.96  0.4631
64 H -5.16 2.23 -3.06  0.6289
65 H -3.24 5.05 -1.93  0.4591
66 H -4.11 4.22 -3.24  0.4536
67 H -2.31 4.18 -3.18  0.4017
68 C -0.29 -4.95 1.63  -1.3556
69 Si 1.05 -3.65 1.38  0.1231
70 C 2.50 -4.26 2.42  -1.0705
71 C 1.58 -3.72 -0.43  -0.7880
72 C 0.41 -1.94 1.76  0.3686
73 Si -0.21 -1.47 3.45  0.1684
74 C 0.92 -1.98 4.86  -1.1047
75 C -0.38 0.44 3.49  -1.3952
76 C -1.88 -2.22 3.81  -1.0658
77 H -0.12 -5.78 0.94  0.3436
78 H -1.29 -4.54 1.44  0.3434
79 H -0.27 -5.34 2.66  0.3350
80 H 2.48 -5.36 2.45  0.4709
81 H 3.47 -3.97 1.98  0.2537
82 H 2.48 -3.90 3.45  0.3279
83 H 0.72 -3.85 -1.09  0.3224
84 H 2.28 -4.55 -0.60  0.4029
85 H 2.09 -2.79 -0.73  -0.0787
86 H -0.41 -1.82 1.02  -0.0284
87 H 0.84 -3.07 5.01  0.3265
88 H 0.58 -1.47 5.77  0.4330
89 H 1.98 -1.74 4.70  0.3213
90 H -1.14 0.85 2.80  0.4396
91 H -0.77 0.56 4.51  0.4433
92 H 0.55 1.09 3.48  0.5472
93 H -2.63 -1.88 3.09  0.3099
94 H -1.83 -3.32 3.77  0.2925
95 H -2.18 -1.91 4.83  0.3594